(1)
# C3H10N2OS

A cluster of 2 separate species, C3H10N2OS in total (the ωB97M-V functional and the def2-TZVPD basis, the OMol25 dataset).

Output
Highest occupied orbital energy (alpha / beta) ... -8.880 / -9.030 eV
Net charge ... 0
Spin multiplicity ... 1
Kohn-Sham gap (alpha / beta) ... 7.711 / 7.349 eV

XYZ file:
```
17
C3H10N2OS, DFT the ωB97M-V functional and the def2-TZVPD basis
C 0.114 -0.574 -1.672
C -1.856 0.100 0.009
C -0.489 -0.532 -0.262
N 1.153 1.781 0.121
N 2.062 -0.493 0.812
O -0.977 0.880 2.628
S 0.630 0.507 0.816
H 0.489 0.398 -2.054
H 0.971 -1.348 -1.503
H -0.727 -1.066 -2.342
H -1.987 0.108 1.051
H -2.712 -0.677 -0.151
H -2.112 1.119 -0.554
H -0.473 -1.520 0.134
H 0.835 2.611 0.644
H 2.895 -0.015 0.739
H 2.183 -1.278 1.584
```

In the Mulliken picture, each atom carries the following charge in e: atom 1 (C): -1.15, atom 2 (C): -1.27, atom 3 (C): 0.34, atom 4 (N): -0.71, atom 5 (N): -0.54, atom 6 (O): -0.39, atom 7 (S): 0.58, atom 8 (H): 0.35, atom 9 (H): 0.32, atom 10 (H): 0.31, atom 11 (H): 0.47, atom 12 (H): 0.34, atom 13 (H): 0.26, atom 14 (H): 0.33, atom 15 (H): 0.29, atom 16 (H): 0.23, atom 17 (H): 0.25

=====

(2)
# C7H9INO3

A structure of composition C7H9INO3 (the ωB97M-V functional and the def2-TZVPD basis, the OMol25 dataset).

Output
Highest occupied orbital energy ... -4.491 eV
Net charge ... -1
Spin multiplicity ... 1
Kohn-Sham gap ... 7.475 eV

XYZ file:
```
21
C7H9INO3, DFT the ωB97M-V functional and the def2-TZVPD basis
C 0.842 1.562 -0.436
C 3.490 -1.914 -0.235
C 1.887 0.576 -0.351
C -1.103 0.045 -0.219
C 0.924 2.970 -0.583
C -1.983 -1.673 1.209
C -2.076 -0.922 -0.084
N -0.366 0.970 -0.269
O 4.253 -1.207 0.287
O 2.961 -2.893 -0.553
O 1.788 -0.659 -0.240
I -5.455 -0.309 0.127
H 2.908 1.013 -0.335
H -0.076 3.409 -0.250
H 1.062 3.393 -1.659
H 1.766 3.569 -0.106
H -0.875 -1.796 1.684
H -2.266 -2.727 1.113
H -2.575 -1.278 2.022
H -3.213 -0.474 -0.227
H -1.895 -1.656 -0.896
```

In the Mulliken picture, each atom carries the following charge in e: atom 1 (C): 0.06, atom 2 (C): 0.79, atom 3 (C): 0.20, atom 4 (C): 0.39, atom 5 (C): -1.17, atom 6 (C): -1.01, atom 7 (C): 0.38, atom 8 (N): -0.13, atom 9 (O): -0.44, atom 10 (O): -0.41, atom 11 (O): -0.69, atom 12 (I): -0.77, atom 13 (H): 0.34, atom 14 (H): 0.30, atom 15 (H): 0.17, atom 16 (H): 0.30, atom 17 (H): 0.27, atom 18 (H): 0.32, atom 19 (H): 0.31, atom 20 (H): -0.41, atom 21 (H): 0.20

=====

(3)
# C24H31B11Br6MnN4S

A structure of composition C24H31B11Br6MnN4S (the ωB97M-V functional and the def2-TZVPD basis, the OMol25 dataset).

Output
Expectation value of S² ... 3.819
Highest occupied orbital energy (alpha / beta) ... -18.641 / -18.420 eV
Net charge ... +4
Spin multiplicity ... 4
Kohn-Sham gap (alpha / beta) ... 3.641 / 3.476 eV

XYZ file:
```
78
C24H31B11Br6MnN4S, DFT the ωB97M-V functional and the def2-TZVPD basis
Mn 0.710 -0.811 0.027
C -0.229 0.133 2.769
N 0.935 -0.646 2.157
C 1.036 -1.961 2.891
C 2.158 0.148 2.329
C 2.554 0.657 3.523
C 3.730 1.452 3.571
C 4.496 1.753 2.415
C 4.145 1.209 1.219
C 2.995 0.345 1.172
N 2.585 -0.332 0.091
C 3.331 -0.713 -0.949
C 4.758 -0.890 -0.937
C 5.362 -1.331 -2.074
C 4.580 -1.611 -3.224
C 3.171 -1.493 -3.238
C 2.551 -1.069 -2.106
N 1.125 -0.822 -2.009
C 0.281 -1.779 -2.809
C 0.882 0.601 -2.505
H -0.070 0.219 3.843
H -1.144 -0.424 2.596
H -0.294 1.121 2.324
H 1.066 -1.753 3.960
H 1.938 -2.492 2.604
H 0.157 -2.560 2.664
H 1.990 0.487 4.433
H 4.029 1.875 4.526
H 5.342 2.427 2.488
H 4.670 1.473 0.308
H 5.328 -0.753 -0.025
H 6.433 -1.499 -2.097
H 5.078 -1.953 -4.127
H 2.622 -1.729 -4.144
H 0.433 -1.576 -3.868
H -0.764 -1.588 -2.574
H 0.544 -2.805 -2.574
H 1.302 0.689 -3.509
H 1.364 1.318 -1.848
H -0.185 0.787 -2.537
Br -1.598 0.197 -0.087
B -2.690 1.921 -0.018
B -4.140 2.096 0.975
C -4.138 3.749 1.365
B -2.643 2.969 1.387
B -2.801 4.642 0.817
B -4.389 4.805 0.073
B -5.213 3.240 0.160
B -4.278 2.015 -0.777
Br -5.050 0.516 -1.685
B -4.450 3.732 -1.369
Br -5.474 4.137 -2.891
B -2.902 4.622 -0.954
Br -2.172 5.986 -2.029
B -1.842 3.456 -0.105
Br 0.109 3.489 -0.223
B -2.862 2.881 -1.484
Br -2.100 2.332 -3.169
H -4.579 1.289 1.720
H -4.563 4.032 2.318
H -2.065 2.742 2.400
H -2.337 5.528 1.447
H -4.994 5.813 0.194
H -6.378 3.191 0.348
S 1.880 -5.192 0.244
C 2.010 -3.528 0.263
N 0.901 -2.847 0.035
C -0.192 -3.737 -0.170
C -1.525 -3.406 -0.420
C -2.424 -4.433 -0.595
C -2.024 -5.783 -0.519
C -0.720 -6.122 -0.262
C 0.190 -5.076 -0.088
H 2.968 -3.059 0.449
H -1.871 -2.381 -0.467
H -3.465 -4.199 -0.790
H -2.760 -6.566 -0.659
H -0.412 -7.159 -0.189
```

In the Mulliken picture, each atom carries the following charge in e: atom 1 (Mn): -1.37, atom 2 (C): -1.74, atom 3 (N): 1.49, atom 4 (C): -1.24, atom 5 (C): 0.50, atom 6 (C): -0.63, atom 7 (C): -0.75, atom 8 (C): -0.95, atom 9 (C): -0.72, atom 10 (C): 0.33, atom 11 (N): 0.89, atom 12 (C): -0.34, atom 13 (C): -0.51, atom 14 (C): -0.99, atom 15 (C): -0.73, atom 16 (C): -0.54, atom 17 (C): 0.65, atom 18 (N): 1.73, atom 19 (C): -1.22, atom 20 (C): -0.78, atom 21 (H): 0.54, atom 22 (H): 0.49, atom 23 (H): 0.49, atom 24 (H): 0.45, atom 25 (H): 0.41, atom 26 (H): 0.38, atom 27 (H): 0.54, atom 28 (H): 0.50, atom 29 (H): 0.53, atom 30 (H): 0.74, atom 31 (H): 0.70, atom 32 (H): 0.52, atom 33 (H): 0.50, atom 34 (H): 0.54, atom 35 (H): 0.58, atom 36 (H): 0.20, atom 37 (H): 0.49, atom 38 (H): 0.42, atom 39 (H): 0.23, atom 40 (H): -0.08, atom 41 (Br): 0.87, atom 42 (B): 0.30, atom 43 (B): 0.22, atom 44 (C): -0.32, atom 45 (B): 0.11, atom 46 (B): 0.36, atom 47 (B): 0.57, atom 48 (B): 0.43, atom 49 (B): -0.13, atom 50 (Br): -0.24, atom 51 (B): -0.25, atom 52 (Br): -0.04, atom 53 (B): 0.19, atom 54 (Br): -0.19, atom 55 (B): 0.38, atom 56 (Br): -0.22, atom 57 (B): -0.94, atom 58 (Br): -0.17, atom 59 (H): -0.16, atom 60 (H): 0.79, atom 61 (H): -0.21, atom 62 (H): -0.12, atom 63 (H): -0.10, atom 64 (H): -0.11, atom 65 (S): -0.10, atom 66 (C): -0.71, atom 67 (N): 1.51, atom 68 (C): -0.34, atom 69 (C): -0.61, atom 70 (C): -1.06, atom 71 (C): -0.70, atom 72 (C): -0.60, atom 73 (C): 1.06, atom 74 (H): 0.37, atom 75 (H): 0.48, atom 76 (H): 0.50, atom 77 (H): 0.47, atom 78 (H): 0.50

=====

(4)
# C22H24Cl4N7O4PtS

A structure of composition C22H24Cl4N7O4PtS (the ωB97M-V functional and the def2-TZVPD basis, the OMol25 dataset).

Output
Highest occupied orbital energy (alpha / beta) ... -10.349 / -10.345 eV
Net charge ... +1
Spin multiplicity ... 1
Kohn-Sham gap (alpha / beta) ... 4.812 / 4.809 eV

XYZ file:
```
63
C22H24Cl4N7O4PtS, DFT the ωB97M-V functional and the def2-TZVPD basis
Pt 0.618 0.012 -0.613
Cl -2.221 -5.748 2.414
C -1.846 -4.151 1.993
C -2.716 -3.068 2.490
Cl -4.024 -3.472 3.496
C -2.498 -1.780 2.148
Cl -3.508 -0.513 2.678
C -1.374 -1.420 1.300
O -1.132 -0.278 0.977
C -0.462 -2.540 0.800
O 0.487 -2.260 0.092
C -0.779 -3.894 1.199
Cl 0.237 -5.143 0.622
N -6.743 0.241 -0.440
C -5.491 0.684 -0.751
C -5.139 2.027 -0.558
C -3.897 2.491 -0.940
C -2.985 1.614 -1.512
C -3.294 0.265 -1.662
C -4.535 -0.199 -1.281
S -1.496 2.229 -2.199
O -1.192 1.437 -3.372
O -1.560 3.642 -2.342
N -0.311 1.808 -1.117
C -0.184 2.460 0.070
N -0.912 3.514 0.425
C -0.607 4.107 1.566
C 0.400 3.646 2.411
C 1.025 2.484 2.016
N 0.753 1.899 0.853
H -7.449 0.878 -0.123
H -7.022 -0.700 -0.644
H -5.869 2.709 -0.140
H -3.629 3.533 -0.834
H -2.571 -0.399 -2.118
H -4.799 -1.240 -1.431
H -1.202 4.978 1.821
H 0.663 4.151 3.328
H 1.767 2.003 2.644
N 0.610 -0.444 -2.712
H -0.040 0.283 -3.060
H 0.222 -1.358 -2.916
H 1.489 -0.339 -3.204
C 3.674 0.734 -0.574
C 5.192 0.465 -0.328
N 5.371 -0.901 0.143
C 4.920 -1.847 -0.866
C 3.407 -1.597 -1.154
N 2.926 -0.504 -0.287
C 3.123 -0.885 1.128
C 4.643 -1.113 1.385
H 3.488 1.030 -1.607
H 3.305 1.521 0.081
H 5.588 1.151 0.421
H 5.764 0.596 -1.246
H 5.086 -2.859 -0.497
H 5.514 -1.711 -1.769
H 2.811 -2.486 -0.952
H 3.263 -1.307 -2.196
H 2.555 -1.795 1.317
H 2.730 -0.087 1.760
H 4.825 -2.131 1.730
H 5.024 -0.423 2.139
```

In the Mulliken picture, each atom carries the following charge in e: atom 1 (Pt): 2.79, atom 2 (Cl): -0.12, atom 3 (C): 0.56, atom 4 (C): 0.56, atom 5 (Cl): -0.13, atom 6 (C): 0.01, atom 7 (Cl): -0.11, atom 8 (C): -0.15, atom 9 (O): -0.30, atom 10 (C): 0.15, atom 11 (O): -0.72, atom 12 (C): -0.23, atom 13 (Cl): -0.14, atom 14 (N): -0.49, atom 15 (C): 1.02, atom 16 (C): -0.81, atom 17 (C): -0.37, atom 18 (C): -0.10, atom 19 (C): -0.34, atom 20 (C): -0.86, atom 21 (S): 1.30, atom 22 (O): -0.92, atom 23 (O): -0.64, atom 24 (N): -0.55, atom 25 (C): 0.57, atom 26 (N): -0.47, atom 27 (C): -0.34, atom 28 (C): -0.85, atom 29 (C): -0.18, atom 30 (N): -0.27, atom 31 (H): 0.19, atom 32 (H): 0.19, atom 33 (H): 0.35, atom 34 (H): 0.50, atom 35 (H): 0.49, atom 36 (H): 0.34, atom 37 (H): 0.44, atom 38 (H): 0.43, atom 39 (H): 0.41, atom 40 (N): -0.68, atom 41 (H): 0.27, atom 42 (H): 0.27, atom 43 (H): 0.28, atom 44 (C): -0.49, atom 45 (C): -0.86, atom 46 (N): -0.12, atom 47 (C): -0.81, atom 48 (C): -0.57, atom 49 (N): -0.08, atom 50 (C): -0.13, atom 51 (C): -0.85, atom 52 (H): 0.52, atom 53 (H): 0.18, atom 54 (H): 0.35, atom 55 (H): 0.26, atom 56 (H): 0.27, atom 57 (H): 0.32, atom 58 (H): 0.40, atom 59 (H): 0.34, atom 60 (H): 0.28, atom 61 (H): 0.01, atom 62 (H): 0.33, atom 63 (H): 0.30

=====

(5)
# CHIN2O2S

A cluster of 2 separate species, CHIN2O2S in total (the ωB97M-V functional and the def2-TZVPD basis, the OMol25 dataset).

Output
Highest occupied orbital energy ... -9.111 eV
Net charge ... 0
Spin multiplicity ... 1
Kohn-Sham gap ... 8.264 eV

XYZ file:
```
8
CHIN2O2S, DFT the ωB97M-V functional and the def2-TZVPD basis
C 0.951 0.911 1.180
N 1.758 0.114 0.986
N -0.587 -1.100 -0.953
O -2.197 0.577 -0.461
O 2.495 -0.771 0.702
S -1.784 -0.340 -1.481
I -0.475 2.330 1.484
H -0.160 -1.722 -1.457
```

In the Mulliken picture, each atom carries the following charge in e: atom 1 (C): -0.23, atom 2 (N): 0.56, atom 3 (N): -0.33, atom 4 (O): -0.39, atom 5 (O): -0.63, atom 6 (S): 0.49, atom 7 (I): 0.28, atom 8 (H): 0.25

=====

(6)
# C25H33N5O3

An isolated molecule of C25H33N5O3 (the ωB97M-V functional and the def2-TZVPD basis, the OMol25 dataset).

Output
Highest occupied orbital energy ... -7.746 eV
Net charge ... 0
SMILES ... CCCCNCC(=O)Nc1ccc(-c2nc3cc(NC(=O)CNCCCC)ccc3o2)cc1
Spin multiplicity ... 1
Kohn-Sham gap ... 8.107 eV

XYZ file:
```
66
C25H33N5O3, DFT the ωB97M-V functional and the def2-TZVPD basis
C 3.975 -1.795 5.088
H 3.712 -1.328 6.035
C 4.263 -3.279 5.281
C 3.060 -4.000 5.887
C 3.225 -5.519 6.015
N 2.846 -6.253 4.810
H 2.555 -7.185 5.078
C 3.864 -6.343 3.774
C 3.719 -5.251 2.708
O 4.619 -4.974 1.946
N 2.478 -4.705 2.721
C 1.969 -3.635 1.998
C 2.695 -2.993 0.994
C 2.137 -1.931 0.314
C 0.849 -1.490 0.618
C 0.125 -2.132 1.626
C 0.680 -3.191 2.306
H 0.120 -3.689 3.085
H -0.869 -1.779 1.852
C 0.248 -0.387 -0.093
N -0.935 0.098 0.124
C -1.085 1.116 -0.781
C -2.144 1.983 -1.013
C -1.982 2.917 -2.026
C -0.795 2.979 -2.778
C 0.263 2.122 -2.552
C 0.100 1.191 -1.545
O 0.941 0.228 -1.095
H 1.170 2.175 -3.132
H -0.713 3.725 -3.555
N -2.978 3.837 -2.354
C -4.224 3.986 -1.843
O -4.711 3.345 -0.938
C -4.982 5.126 -2.534
N -4.491 5.349 -3.882
H -4.782 6.265 -4.212
C -4.953 4.338 -4.823
C -4.321 4.509 -6.203
C -2.807 4.286 -6.223
C -2.013 5.518 -5.801
H -2.181 6.331 -6.504
H -2.316 5.856 -4.814
H -0.948 5.297 -5.790
H -2.562 3.443 -5.572
H -2.506 4.012 -7.237
H -4.797 3.785 -6.869
H -4.546 5.507 -6.586
H -4.682 3.359 -4.418
H -6.052 4.357 -4.926
H -6.056 4.890 -2.487
H -4.810 6.028 -1.939
H -2.781 4.457 -3.134
H -3.049 1.931 -0.436
H 2.697 -1.435 -0.463
H 3.690 -3.334 0.762
H 1.892 -5.085 3.463
H 4.888 -6.293 4.171
H 3.766 -7.295 3.244
H 4.260 -5.745 6.318
H 2.562 -5.866 6.812
H 2.168 -3.786 5.296
H 2.891 -3.594 6.887
H 4.527 -3.713 4.318
H 5.123 -3.400 5.945
H 3.148 -1.655 4.394
H 4.847 -1.288 4.684
```

In the Mulliken picture, each atom carries the following charge in e: atom 1 (C): -1.43, atom 2 (H): 0.38, atom 3 (C): -0.04, atom 4 (C): -0.47, atom 5 (C): -0.72, atom 6 (N): -0.42, atom 7 (H): 0.23, atom 8 (C): -0.66, atom 9 (C): 0.26, atom 10 (O): -0.66, atom 11 (N): -0.05, atom 12 (C): 0.89, atom 13 (C): -0.66, atom 14 (C): -0.74, atom 15 (C): -0.07, atom 16 (C): -0.96, atom 17 (C): -0.48, atom 18 (H): 0.40, atom 19 (H): 0.51, atom 20 (C): 0.91, atom 21 (N): -0.70, atom 22 (C): 0.64, atom 23 (C): -0.69, atom 24 (C): 0.85, atom 25 (C): -0.28, atom 26 (C): -1.84, atom 27 (C): 0.56, atom 28 (O): -0.44, atom 29 (H): 0.44, atom 30 (H): 0.43, atom 31 (N): -0.08, atom 32 (C): 0.66, atom 33 (O): -0.67, atom 34 (C): -0.87, atom 35 (N): -0.30, atom 36 (H): 0.27, atom 37 (C): -0.56, atom 38 (C): -0.88, atom 39 (C): -0.19, atom 40 (C): -1.25, atom 41 (H): 0.41, atom 42 (H): 0.26, atom 43 (H): 0.30, atom 44 (H): 0.23, atom 45 (H): 0.38, atom 46 (H): 0.36, atom 47 (H): 0.35, atom 48 (H): 0.31, atom 49 (H): 0.37, atom 50 (H): 0.37, atom 51 (H): 0.38, atom 52 (H): -0.16, atom 53 (H): 0.63, atom 54 (H): 0.46, atom 55 (H): 0.54, atom 56 (H): 0.28, atom 57 (H): 0.33, atom 58 (H): 0.45, atom 59 (H): 0.25, atom 60 (H): 0.45, atom 61 (H): 0.03, atom 62 (H): 0.54, atom 63 (H): 0.11, atom 64 (H): 0.40, atom 65 (H): 0.28, atom 66 (H): 0.38